ORCA calculation (the ωB97M-V functional and the def2-TZVPD basis) on a single C3H3NO molecule.

Computed properties:
* energy above the lowest of the compared OMol25 structures with the same formula, charge and spin: 201.66 kJ/mol
* 2S+1: 1
* SMILES: CC(=O)C#N
* gap between HOMO and LUMO: 9.602 eV
* HOMO energy: -10.5 eV

Cartesian coordinates (Å):
C 0.2243 0.9647 0.3035
C -0.0780 -0.2348 -0.6341
O 1.0031 -0.3145 -1.1572
C -0.7966 -1.5099 -0.2386
N -1.2768 -2.4924 0.1510
H 1.2725 0.9262 0.6928
H 0.0875 1.9049 -0.2307
H -0.4360 0.7557 1.1134

These are the Mulliken partial charges, in e, on atoms 1 to 4:
1. C -0.889
2. C 0.608
3. O -0.376
4. C 0.096

***

ORCA calculation (the ωB97M-V functional and the def2-TZVPD basis) on a single C4H7I molecule.

Computed properties:
* energy above the lowest of the compared OMol25 structures with the same formula, charge and spin: 23.10 kJ/mol
* 2S+1: 1
* SMILES: C[C@H]1C[C@@H]1I
* gap between HOMO and LUMO: 9.679 eV
* HOMO energy: -9.0 eV

Cartesian coordinates (Å):
C 0.1609 0.7097 -0.8926
C 0.2618 -0.6634 -0.2205
C 0.0846 -0.7521 1.1926
C -1.0777 -1.1089 0.2728
I -1.5874 -3.1643 0.1880
H -0.2817 0.7821 -1.8735
H 1.1337 1.2535 -0.8648
H -0.4629 1.3446 -0.2491
H 1.0290 -1.4060 -0.5392
H 0.4155 -1.4253 1.9234
H 0.0269 0.2262 1.7551
H -2.0071 -0.4856 0.1899

These are the Mulliken partial charges, in e, on atoms 1 to 4:
1. C -1.289
2. C 0.225
3. C -0.592
4. C -0.483

***

ORCA calculation (the ωB97M-V functional and the def2-TZVPD basis) on 2 unconnected molecules or ions with the total composition C4H12.

Computed properties:
* energy above the lowest of the compared OMol25 structures with the same formula, charge and spin: 24.89 kJ/mol
* 2S+1: 1
* SMILES: CC.CC
* gap between HOMO and LUMO: 12.834 eV
* HOMO energy: -11.6 eV

Cartesian coordinates (Å):
C -2.1700 -0.6988 0.6129
C -1.6222 0.3835 1.5490
H -3.2311 -0.6598 0.3970
H -1.6128 -0.6965 -0.3213
H -2.0461 -1.7169 1.0123
H -0.7900 0.0326 2.1458
H -2.4240 0.8379 2.1290
H -1.2648 1.1973 0.9301
C 2.3057 0.7223 -1.3899
C 1.5005 -0.3677 -0.6767
H 2.2521 0.5809 -2.4637
H 1.8939 1.7185 -1.1936
H 3.3670 0.6466 -1.1453
H 0.7599 -0.7763 -1.3759
H 0.9911 0.0334 0.1888
H 2.0909 -1.2370 -0.3984

These are the Mulliken partial charges, in e, on atoms 1 to 4:
1. C -0.710
2. C -0.852
3. H 0.331
4. H 0.152

***

ORCA calculation (the ωB97M-V functional and the def2-TZVPD basis) on 2 unconnected molecules or ions with the total composition C6H10N.

Computed properties:
* energy above the lowest of the compared OMol25 structures with the same formula, charge and spin: 333.90 kJ/mol
* 2S+1: 1
* gap between HOMO and LUMO: 10.192 eV
* HOMO energy: -14.0 eV
* charge: +1

Cartesian coordinates (Å):
C -0.8663 1.8759 -0.9128
C 0.1030 2.1751 0.0001
C -0.1674 -1.2180 -1.3970
C -0.6782 1.0170 0.1962
C -1.3782 0.3680 1.2089
C 1.7671 -0.8572 0.0900
N 0.4850 -0.6693 -0.5057
H -1.4307 2.3494 -1.6479
H 0.8043 2.9257 0.3987
H 0.1942 -2.1109 -1.9877
H -1.1216 -0.7912 -1.6570
H -1.7479 1.1724 1.8296
H -0.5632 -0.3269 1.6407
H -2.2811 -0.1599 0.7523
H 2.0274 -1.9034 0.0753
H 1.5997 -0.5858 1.0521
H 2.5296 -0.3004 -0.2948

These are the Mulliken partial charges, in e, on atoms 1 to 4:
1. C -0.269
2. C -0.333
3. C -0.285
4. C 0.253

***

ORCA calculation (the ωB97M-V functional and the def2-TZVPD basis) on a molecular structure, C27H32N4SrTe.

Computed properties:
* 2S+1: 1
* gap between HOMO and LUMO: 8.994 eV
* HOMO energy: -14.1 eV
* charge: +2

Cartesian coordinates (Å):
Sr 0.2688 -0.3586 0.0201
C 0.1590 -0.6585 -3.4865
N 1.0883 -1.0235 -2.3910
C 2.3800 -0.3174 -2.5597
C 2.1840 1.1781 -2.4521
C 2.8413 2.0414 -3.3064
C 2.6150 3.4036 -3.1941
C 1.7179 3.8577 -2.2435
C 1.1057 2.9288 -1.4284
N 1.3350 1.6096 -1.5039
C 1.2667 -2.4836 -2.3452
C 2.0959 -2.9583 -1.1616
C 2.6517 -4.2271 -1.1922
C 3.4385 -4.6425 -0.1330
C 3.6548 -3.7738 0.9280
C 3.0453 -2.5387 0.8953
N 2.2621 -2.1260 -0.1198
C -1.0230 0.1841 -3.0687
C -1.6179 1.0372 -3.9770
C -2.8018 1.6687 -3.6352
C -3.3661 1.4192 -2.3937
C -2.6948 0.5755 -1.5351
N -1.5309 -0.0244 -1.8446
H -0.2490 -1.5725 -3.9215
H 0.6966 -0.1610 -4.2934
H 2.8322 -0.5586 -3.5268
H 3.0686 -0.6488 -1.7887
H 3.5179 1.6488 -4.0557
H 3.1222 4.0993 -3.8504
H 1.4935 4.9100 -2.1326
H 0.3980 3.2481 -0.6783
H 1.7379 -2.8642 -3.2574
H 0.2746 -2.9385 -2.2924
H 2.4884 -4.8693 -2.0503
H 3.8910 -5.6274 -0.1397
H 4.2870 -4.0473 1.7629
H 3.1880 -1.8370 1.7101
H -1.1660 1.1915 -4.9492
H -3.2881 2.3356 -4.3363
H -4.3046 1.8675 -2.0970
H -3.0968 0.3642 -0.5531
C -3.5086 0.5322 3.6308
C -2.3531 1.2334 2.9610
C -2.5277 1.8581 1.7259
C -1.5203 2.6313 1.1535
C -0.2905 2.7549 1.7940
C -0.0702 2.0644 2.9852
C -1.0988 1.3238 3.5646
H -3.2140 0.0888 4.5796
H -3.9160 -0.2613 3.0026
H -4.3207 1.2364 3.8252
H -3.5081 1.8299 1.2609
H -1.7317 3.2018 0.2552
H 0.4625 3.4383 1.4241
H 0.8715 2.1810 3.5112
H -0.9420 0.8532 4.5305
C 0.8704 -2.5388 3.6677
Te -0.7781 -1.9797 2.4366
C -0.9595 -3.9132 1.5459
H 1.5568 -3.1339 3.0741
H 0.4713 -3.1229 4.4928
H 1.3634 -1.6483 4.0570
H -1.1229 -4.6253 2.3504
H -0.0503 -4.1594 1.0003
H -1.8209 -3.9222 0.8789

These are the Mulliken partial charges, in e, on atoms 1 to 4:
1. Sr 1.528
2. C -2.029
3. N 1.039
4. C -0.872

***

ORCA calculation (the ωB97M-V functional and the def2-TZVPD basis) on a single C3H6S molecule.

Computed properties:
* energy above the lowest of the compared OMol25 structures with the same formula, charge and spin: 47.54 kJ/mol
* 2S+1: 1
* SMILES: CCC=S
* gap between HOMO and LUMO: 8.464 eV
* HOMO energy: -8.7 eV

Cartesian coordinates (Å):
C 2.1840 0.6630 -0.3871
C 0.7793 0.6842 0.1620
C -0.0686 -0.4831 -0.1554
S -1.6660 -0.4858 0.2008
H 2.2132 0.3873 -1.4744
H 2.8125 -0.1754 0.1274
H 2.7466 1.5760 -0.1361
H 0.8770 0.6591 1.3471
H 0.2640 1.5512 -0.2106
H 0.3747 -1.4095 -0.5836

These are the Mulliken partial charges, in e, on atoms 1 to 4:
1. C -1.153
2. C -0.056
3. C -0.310
4. S -0.211

***

ORCA calculation (the ωB97M-V functional and the def2-TZVPD basis) on a single C3H7IN2Si molecule.

Computed properties:
* energy above the lowest of the compared OMol25 structures with the same formula, charge and spin: 316.13 kJ/mol
* 2S+1: 1
* gap between HOMO and LUMO (spin up / spin down): 7.682 / 7.685 eV
* HOMO energy (spin up / spin down): -7.9 / -7.9 eV

Cartesian coordinates (Å):
C 1.1648 -1.7238 -0.4797
C 1.0230 -1.0560 0.9020
C -0.6249 2.0855 -0.9640
N 0.4361 -1.5540 -1.4200
N -0.2193 -0.4535 1.2092
Si -1.0153 0.3518 -0.2021
I -3.4260 0.1106 0.2290
H 2.0525 -2.3716 -0.4641
H 1.4324 -1.4547 1.9387
H 1.6645 -0.1211 0.8640
H 0.2238 2.5825 -0.6106
H -0.4539 1.8713 -2.1298
H -1.5446 2.7531 -0.8326
H -0.7131 -1.0201 1.9600

These are the Mulliken partial charges, in e, on atoms 1 to 4:
1. C 0.237
2. C -0.739
3. C -0.914
4. N -0.673

***

ORCA calculation (the ωB97M-V functional and the def2-TZVPD basis) on a molecular structure, C25H24CoN3O3S2.

Computed properties:
* energy above the lowest of the compared OMol25 structures with the same formula, charge and spin: 0.00 kJ/mol
* 2S+1: 4
* gap between HOMO and LUMO (spin up / spin down): 4.710 / 5.224 eV
* HOMO energy (spin up / spin down): -2.6 / -3.1 eV
* charge: -1

Cartesian coordinates (Å):
Co 0.7954 1.1809 0.4399
C 0.8955 3.1502 4.2844
O 2.3363 3.4278 4.3676
C 3.1914 3.0048 3.3810
C 4.5336 3.3470 3.5646
C 5.5075 2.8746 2.7081
C 5.1355 2.0564 1.6305
C 3.8015 1.6991 1.4015
C 3.5220 0.7746 0.3390
N 2.3260 0.4831 -0.1770
N 2.1782 -0.4863 -1.1192
C 0.9275 -0.4229 -1.5854
O 0.0651 0.4137 -1.0801
C 0.5552 -1.3664 -2.6907
C -0.6808 -1.1968 -3.3092
C -1.0730 -1.9960 -4.3785
C -0.2568 -3.0599 -4.7730
C 0.9674 -3.2541 -4.1727
C 1.3987 -2.4056 -3.1338
C 2.7937 2.2450 2.2116
O 1.5227 2.0036 1.9137
H 0.4619 3.6262 5.1624
H 0.7027 2.0751 4.3214
H 0.4142 3.5773 3.4060
H 4.7676 4.0095 4.3962
H 6.5602 3.1344 2.8543
H 5.9137 1.6950 0.9658
H 4.3995 0.2568 -0.0420
H -1.3556 -0.4111 -2.9778
H -2.0172 -1.7769 -4.8941
H -0.5843 -3.6995 -5.5809
H 1.6036 -4.0749 -4.4764
H 2.3512 -2.5526 -2.6527
C -1.1061 2.5642 0.8067
C -2.1764 2.3406 -0.1199
C -2.0342 2.7465 -1.4704
C -3.0966 2.6502 -2.3642
C -4.3252 2.0821 -1.9931
C -4.4291 1.5719 -0.6959
C -3.3737 1.6271 0.2067
H -1.2556 2.2671 1.8351
H -0.5142 3.4835 0.6848
H -1.0674 3.1024 -1.7928
H -2.9911 3.0298 -3.3764
H -5.1408 2.0370 -2.7158
H -5.3325 1.0507 -0.3766
H -3.4506 1.1829 1.1861
S -2.2322 -1.5007 -0.0892
C -2.1051 -3.1127 0.3569
N -2.1358 -3.6837 1.5874
C -2.0316 -5.1258 1.7015
C -2.1833 -5.7253 0.2537
S -1.9305 -4.3321 -0.8854
H -2.2891 -3.0738 2.3946
H -2.7562 -5.5410 2.4171
H -1.0254 -5.3931 2.0508
H -3.2065 -6.0686 0.0806
H -1.4704 -6.5115 0.0130

These are the Mulliken partial charges, in e, on atoms 1 to 4:
1. Co 0.049
2. C -0.633
3. O -0.497
4. C 0.078

***

Looking at maximum force for the records above, in order, we have 4.9; 4.9; 1.1; 4.5; 1.5; 2.8; 4.5; 5.6 eV/Å.